w:
This record from the Open Molecules 2025 dataset describes a 2-piece molecular cluster, C7H14 overall. The level of theory is ωB97M-V/def2-TZVPD.

Geometry as XYZ:
```
21
Properties=species:S:1:pos:R:3
C -0.968 1.512 1.900
C -1.153 0.807 0.785
C 0.153 1.095 -1.259
C -0.341 -0.308 -1.413
C 0.613 -1.269 -2.092
C -0.036 0.225 -0.028
C 1.151 -0.371 0.726
H -1.233 -0.990 2.526
H 0.022 1.624 2.343
H -1.791 2.014 2.402
H -2.154 0.746 0.352
H -0.553 1.914 -1.373
H 1.167 1.320 -1.580
H -1.391 -0.453 -1.668
H 1.651 -1.045 -1.822
H 0.424 -2.320 -1.846
H 0.532 -1.151 -3.178
H -1.136 -1.728 2.463
H 1.041 -0.242 1.807
H 2.104 0.081 0.432
H 1.226 -1.451 0.550
```

SMILES: C=C[C@]1(C)C[C@H]1C.[H][H]
Net charge: 0
E_LUMO (eV): 1.15



x:
This record from the Open Molecules 2025 dataset describes a 2-piece molecular cluster, C7H14 overall. The level of theory is ωB97M-V/def2-TZVPD.

Geometry as XYZ:
```
21
Properties=species:S:1:pos:R:3
C 0.481 1.255 -1.456
C -0.124 0.012 -0.840
C 0.790 -0.910 -0.061
C -1.265 -0.511 -1.342
C 1.907 -1.393 -0.803
H 0.150 -1.697 0.401
H 1.001 1.008 -2.385
H -0.294 1.985 -1.696
H 1.216 1.722 -0.800
H -1.907 0.059 -2.003
H -1.621 -1.487 -1.039
H 2.720 -1.918 -0.319
H 1.996 -1.205 -1.863
C -0.471 1.054 1.379
C -1.127 0.008 2.193
H -1.142 -0.951 1.631
H -1.113 1.735 0.839
H 0.450 1.503 1.724
H 1.110 -0.302 0.906
H -0.585 -0.202 3.117
H -2.171 0.235 2.418
```

Net charge: 0
E_LUMO (spin up / spin down) (eV): 0.34 / 0.55



y:
This record from the Open Molecules 2025 dataset describes an isolated molecule of C7H14. The level of theory is ωB97M-V/def2-TZVPD.

Geometry as XYZ:
```
21
Properties=species:S:1:pos:R:3
C 2.306 1.169 2.096
C 1.184 0.420 1.325
C 0.911 0.997 -0.072
C 0.302 -0.027 -1.013
C -0.869 -1.113 -0.480
C -2.291 -0.779 -0.855
C -2.932 -1.367 -1.823
H 1.694 1.523 2.956
H 3.148 0.472 2.420
H 2.731 2.038 1.602
H 0.162 0.543 1.993
H 1.514 -0.599 1.083
H 1.834 1.439 -0.634
H 0.245 1.968 -0.187
H -0.291 0.389 -1.899
H 1.076 -0.561 -1.490
H -0.586 -2.220 -0.718
H -0.864 -1.092 0.579
H -2.803 -0.071 -0.243
H -2.575 -2.165 -2.471
H -3.895 -0.965 -2.169
```

SMILES: C=CCCCCC
Net charge: 0
E_LUMO (eV): 1.14



z:
This record from the Open Molecules 2025 dataset describes an isolated molecule of C7H14. The level of theory is ωB97M-V/def2-TZVPD.

Geometry as XYZ:
```
21
Properties=species:S:1:pos:R:3
C -1.118 0.129 -1.996
C -1.214 1.257 -0.950
C -1.158 0.811 0.514
C 0.057 -0.069 0.941
C 0.247 -1.360 0.648
C 1.633 -2.006 0.537
C 1.179 0.861 1.346
H -0.058 0.075 -2.268
H -1.523 -0.863 -1.892
H -1.759 0.637 -2.734
H -0.457 2.038 -1.096
H -2.146 1.805 -1.125
H -1.311 1.631 1.209
H -2.006 0.118 0.595
H -0.594 -2.056 0.518
H 1.794 -2.276 -0.524
H 2.291 -1.223 0.890
H 1.795 -3.028 0.912
H 0.746 1.606 2.032
H 2.027 0.395 1.876
H 1.576 1.520 0.566
```

SMILES: C/C=C(\C)CCC
Net charge: 0
E_LUMO (eV): 1.07



Least stable structure: x